{"formula": "C18H24N2O2S", "method": "ωB97M-V/def2-TZVPD", "symbols": ["C", "H", "S", "H", "C", "H", "H", "C", "H", "C", "C", "C", "O", "C", "C", "C", "H", "H", "H", "H", "C", "N", "H", "C", "H", "C", "H", "H", "C", "C", "H", "H", "H", "N", "C", "H", "C", "C", "H", "O", "H", "H", "H", "C", "H", "H", "H"], "coordinates": [[-5.49, -1.52, 0.20], [6.60, 0.62, 0.03], [2.30, -1.61, -1.50], [5.95, -1.47, 0.68], [-5.58, 0.01, 0.13], [1.12, 1.04, -1.78], [-3.46, 0.85, 1.58], [2.30, -0.69, -0.04], [-3.12, 1.14, -2.67], [0.90, -2.49, -0.99], [-0.77, 1.69, -0.29], [3.26, 0.43, 0.16], [1.06, 2.53, 0.96], [-1.57, 1.44, 0.82], [0.66, 2.01, -0.06], [-3.45, 0.92, -0.58], [3.41, 1.35, -1.80], [3.11, 0.83, 1.19], [-0.39, -2.51, 0.73], [-4.17, -3.12, 0.79], [4.95, -1.11, 0.90], [1.49, 1.65, -1.08], [4.25, -1.93, 0.76], [-2.67, 1.22, -1.70], [-1.13, 1.54, 1.80], [-4.17, -2.03, 0.77], [-0.78, 1.83, -2.44], [-6.59, 0.29, -0.19], [5.60, 1.04, 0.12], [0.47, -2.09, 0.23], [3.25, 2.52, -0.45], [-5.40, 0.45, 1.11], [5.47, 1.78, -0.66], [4.64, -0.03, -0.02], [-1.35, 1.59, -1.56], [-6.32, -1.88, 0.82], [-2.89, 1.05, 0.69], [1.27, -1.06, 0.77], [4.91, -0.79, 1.95], [-4.73, 0.55, -0.86], [0.50, -3.25, -1.63], [-3.33, -1.70, 0.16], [5.53, 1.54, 1.10], [2.92, 1.56, -0.85], [-5.62, -1.91, -0.81], [-4.02, -1.67, 1.79], [1.08, -0.60, 1.73]], "smiles": "CCCOc1ccc(C(=O)NC[C@@H](c2cccs2)N(C)C)cc1", "multiplicity": 1, "e_above_lowest_kcal_mol": 45.89, "homo_lumo_gap_ev": 9.175}

{"formula": "C18H24N2O3", "method": "ωB97M-V/def2-TZVPD", "symbols": ["H", "C", "H", "C", "H", "N", "H", "H", "H", "C", "H", "H", "H", "O", "C", "H", "H", "C", "C", "O", "C", "H", "H", "C", "H", "N", "O", "C", "H", "H", "C", "H", "C", "H", "H", "C", "C", "H", "C", "H", "C", "H", "C", "H", "C", "C", "H"], "coordinates": [[7.10, 0.88, -0.93], [1.55, 0.95, 0.57], [5.74, -2.36, 1.15], [-5.48, -0.40, -0.75], [-1.79, -0.03, -1.44], [-3.40, 0.89, -0.48], [-2.50, -1.82, -0.07], [-3.19, -2.24, -1.63], [5.66, 0.36, -1.81], [-4.85, 0.97, -0.47], [-5.14, 1.35, 0.51], [-4.05, -0.53, 1.67], [-6.49, -0.42, -0.33], [3.75, 1.69, -1.27], [-2.70, 1.48, 0.52], [4.53, -1.88, -0.07], [-5.56, -1.43, 1.79], [-2.88, -0.13, -1.35], [5.29, 0.69, 0.29], [5.21, -0.40, 1.20], [6.21, 0.26, -0.87], [1.20, -0.19, 2.36], [-3.32, 0.02, -2.34], [-4.64, -1.53, -0.17], [7.52, -1.28, -0.07], [2.92, 0.75, 0.65], [-3.24, 2.17, 1.37], [6.54, -1.20, -0.55], [1.57, 2.15, -1.20], [-5.13, -2.48, -0.41], [-0.42, 1.86, -0.47], [-5.58, -0.55, -1.83], [-1.22, 1.27, 0.50], [-4.02, -2.29, 1.76], [-1.24, 0.11, 2.30], [0.95, 1.70, -0.44], [-0.63, 0.55, 1.53], [-5.17, 1.70, -1.23], [-4.56, -1.43, 1.36], [5.70, 1.55, 0.85], [-3.24, -1.52, -0.81], [6.52, -1.84, -1.43], [5.45, -1.58, 0.45], [-0.87, 2.44, -1.26], [3.90, 1.11, -0.22], [0.74, 0.38, 1.56], [3.25, 0.23, 1.46]], "smiles": "CC1CCN(C(=O)c2ccc(NC(=O)[C@@H]3CCCO3)cc2)CC1", "multiplicity": 1, "e_above_lowest_kcal_mol": 20.50, "homo_lumo_gap_ev": 9.174}